Entry from OMol25: a structure of composition C47H47N4NaO2P2Te (the ωB97M-V functional and the def2-TZVPD basis).

The geometry in XYZ format:
```
104
Properties=species:S:1:pos:R:3:forces:R:3
Na 0.0340 -0.5324 0.7628 0.0 0.3 0.2
C 2.3413 1.1405 2.2593 0.0 0.0 0.0
C 3.0344 1.9496 1.3662 0.0 0.0 0.0
C 2.5695 3.2241 1.0784 0.0 0.0 0.0
C 1.3999 3.6841 1.6729 0.0 0.0 0.0
C 0.7049 2.8718 2.5563 0.0 0.0 0.0
C 1.1773 1.6004 2.8587 0.0 0.0 0.0
H 2.6969 0.1414 2.4817 0.0 0.0 0.0
H 3.9292 1.5788 0.8822 0.0 0.0 0.0
H 3.1047 3.8509 0.3757 0.0 0.0 0.0
H 1.0296 4.6756 1.4389 0.0 0.0 0.0
H -0.2151 3.2175 3.0117 0.0 0.0 0.0
H 0.6327 0.9658 3.5470 0.0 0.0 0.0
Te 2.2891 -3.7627 -1.9798 0.0 -0.2 0.0
C 2.0541 -4.6883 -3.8642 0.0 -0.1 -0.1
C 2.2156 -6.0623 -4.0147 0.0 0.1 0.0
C 2.0284 -6.6307 -5.2654 0.0 -0.1 0.1
N 1.6866 -5.9460 -6.3542 0.0 0.0 -0.1
C 1.5265 -4.6318 -6.1971 0.0 0.1 0.0
C 1.6974 -3.9641 -4.9957 -0.1 0.0 0.0
C 0.9698 -2.1923 -2.3259 0.0 0.1 0.3
P 1.7353 -0.6521 -1.7116 0.0 -0.1 0.1
C 0.7008 0.6771 -2.4750 0.0 0.0 0.0
C 0.4500 1.8140 -1.7131 0.0 0.1 0.0
C -0.3342 2.8461 -2.2160 0.0 0.0 0.0
C -0.8879 2.7403 -3.4809 0.0 0.1 0.0
C -0.6553 1.6023 -4.2454 0.0 0.0 0.0
C 0.1315 0.5822 -3.7437 0.0 0.0 0.1
C 3.2750 -0.5034 -2.7006 0.0 0.0 -0.1
C 4.4821 -0.3192 -2.0378 0.0 0.0 0.0
C 5.6741 -0.2301 -2.7462 0.0 0.0 0.1
C 5.6667 -0.3270 -4.1272 0.1 0.0 -0.1
C 4.4664 -0.5147 -4.8019 0.0 0.0 0.0
C 3.2804 -0.6025 -4.0931 0.1 0.0 0.2
P -0.5663 -2.2961 -1.3445 -0.1 0.2 -0.4
C -1.8257 -1.6226 -2.5292 0.0 -0.2 0.0
C -1.8505 -1.9742 -3.8792 0.1 0.0 0.0
C -2.7932 -1.4386 -4.7379 0.0 0.0 0.0
C -3.7165 -0.5101 -4.2667 0.0 0.0 -0.1
C -3.6837 -0.1324 -2.9356 -0.1 0.0 0.0
C -2.7508 -0.6944 -2.0713 0.0 0.0 0.0
C -1.0835 -4.0502 -1.2680 0.1 0.0 -0.1
C -1.1485 -4.8865 -2.3858 0.1 0.0 0.1
C -1.5319 -6.2098 -2.2544 0.0 0.0 0.0
C -1.8585 -6.7164 -1.0003 0.0 -0.1 -0.1
C -1.7923 -5.8974 0.1131 0.0 0.0 0.1
C -1.4026 -4.5702 -0.0198 0.0 0.1 0.1
H 2.4576 -6.6948 -3.1688 0.0 0.0 0.0
H 2.1470 -7.7037 -5.3908 0.0 0.0 0.0
H 1.2441 -4.0761 -7.0874 0.0 0.0 0.0
H 1.5262 -2.8962 -4.9216 0.0 0.0 0.0
H 0.8777 1.9059 -0.7189 0.0 0.0 0.0
H -0.5131 3.7260 -1.6104 0.0 0.0 0.0
H -1.5100 3.5376 -3.8714 0.0 0.0 0.0
H -1.1055 1.5063 -5.2261 0.0 0.0 0.0
H 0.2816 -0.3263 -4.3106 0.0 0.0 0.0
H 4.4858 -0.2591 -0.9555 0.0 0.0 0.0
H 6.6079 -0.0934 -2.2140 0.0 0.0 0.0
H 6.5955 -0.2627 -4.6813 0.0 0.0 0.0
H 4.4579 -0.5991 -5.8820 0.0 0.0 0.0
H 2.3472 -0.7687 -4.6119 0.0 0.0 0.0
H -1.0841 -2.6363 -4.2653 0.0 0.0 0.0
H -2.7964 -1.7277 -5.7828 0.0 0.0 0.0
H -4.4435 -0.0732 -4.9412 0.0 0.0 0.0
H -4.3744 0.6162 -2.5659 0.0 0.0 0.0
H -2.7190 -0.3802 -1.0359 0.0 0.0 0.0
H -0.8658 -4.5091 -3.3581 0.0 0.0 0.0
H -1.5634 -6.8488 -3.1288 0.0 0.0 0.0
H -2.1559 -7.7530 -0.8945 0.0 0.0 0.0
H -2.0340 -6.2899 1.0936 0.0 0.0 0.0
H -1.3312 -3.9322 0.8554 0.0 0.0 0.0
O -0.3274 -1.3786 2.6343 0.1 -0.3 0.2
N -0.1864 -1.3169 3.9640 0.0 0.1 0.1
C -1.0268 -0.5101 4.7124 0.0 0.0 0.0
C -0.8358 -0.3649 6.0558 -0.1 0.1 -0.1
C 0.2115 -1.0304 6.7277 0.0 0.0 0.1
C 1.0364 -1.8683 5.9348 0.0 -0.1 -0.1
C 0.8318 -2.0032 4.5951 0.0 0.0 0.0
H -1.7962 -0.0130 4.1411 0.0 0.0 0.0
H -1.5209 0.2822 6.5915 0.0 0.0 0.0
H 0.3734 -0.9108 7.7884 0.0 0.0 0.0
H 1.8481 -2.4313 6.3798 0.0 0.0 0.0
H 1.4144 -2.6319 3.9385 0.0 0.0 0.0
C -3.3654 -1.2612 1.6144 0.1 -0.1 0.0
N -3.8365 0.0814 1.3234 -0.1 0.0 -0.1
C -5.2773 0.2525 1.3261 0.0 0.0 0.0
C -5.6946 1.4043 0.4401 0.0 0.0 0.0
C -4.9037 2.6297 0.8421 0.0 0.0 0.0
N -3.4881 2.3372 0.8207 0.0 0.0 -0.1
C -2.6017 3.4739 0.7156 0.0 0.0 0.0
C -2.9565 1.0906 1.0835 0.1 0.3 0.1
O -1.7357 0.9309 1.0973 -0.1 -0.1 -0.2
H -3.5650 -1.9271 0.7678 0.0 0.0 0.0
H -3.8983 -1.6415 2.4908 0.0 0.0 0.0
H -2.2997 -1.2662 1.8462 0.0 0.0 0.0
H -5.6379 0.4151 2.3514 0.0 0.0 0.0
H -5.7231 -0.6819 0.9792 0.0 0.0 0.0
H -6.7654 1.5890 0.5360 0.0 0.0 0.0
H -5.4868 1.1616 -0.6028 0.0 0.0 0.0
H -5.2185 2.9776 1.8374 0.0 0.0 0.0
H -5.0874 3.4532 0.1466 0.0 0.0 0.0
H -2.8117 4.0309 -0.2014 0.0 0.0 0.0
H -1.5762 3.1197 0.6946 0.0 0.0 0.0
H -2.7293 4.1512 1.5686 0.0 0.0 0.0
```
Positions in Å, forces in eV/Å.

Values from the calculation:
* gap between HOMO and LUMO (alpha / beta): 3.488 / 5.738 eV
* maximum force: 0.5 eV/A
* total charge: -1
* energy relative to the best compared isomer or geometry (same formula, charge and spin): 3.22 kcal/mol
* E: -89844.4350 eV
* multiplicity: 2

Results of the Löwdin charge analysis, in e, for atoms 1 through 2:
1. Na 0.1430
2. C -0.0812